[1]
A single CH2N2O2S2 molecule in a non-equilibrium geometry, computed with wB97M-V/def2-TZVPD.

**Gap between HOMO and LUMO**: 0.3752 hartree
**M**: 138.2 g mol⁻¹
**Structure (SMILES)**: N#CSS(N)(=O)=O

Geometry as XYZ:
```
9
CH2N2O2S2 | the Open Molecules 2025 dataset | wB97M-V/def2-TZVPD
C -1.482 -2.197 -2.935
N -2.072 -3.168 -2.867
N -0.064 -0.120 0.405
O -2.204 -1.387 -0.219
O 0.024 -2.461 -0.616
S -0.751 -0.652 -2.514
S -0.775 -1.314 -0.505
H -0.518 0.820 0.324
H 0.835 -0.294 0.664
```

=====

[2]
2 unconnected molecules or ions with the total composition CH2N2O3 in a non-equilibrium geometry, computed with wB97M-V/def2-TZVPD.

**Gap between HOMO and LUMO (alpha / beta)**: 0.3008 / 0.2969 hartree
**M**: 90.0 g mol⁻¹

Geometry as XYZ:
```
8
CH2N2O3 | the Open Molecules 2025 dataset | wB97M-V/def2-TZVPD
C -1.422 0.121 -0.407
N 0.492 -0.794 0.638
N 1.178 0.353 0.128
O 0.949 -1.834 0.262
O 0.745 1.332 0.666
O 1.987 0.263 -0.694
H -2.271 -0.497 -0.762
H -1.658 1.056 0.169
```

=====

[3]
A single CH2N2O3S molecule in a non-equilibrium geometry, computed with wB97M-V/def2-TZVPD.

**Gap between HOMO and LUMO**: 0.3769 hartree
**M**: 122.1 g mol⁻¹

Geometry as XYZ:
```
9
CH2N2O3S | the Open Molecules 2025 dataset | wB97M-V/def2-TZVPD
C 0.387 -1.011 -1.389
N 0.270 -0.721 -0.232
N 0.578 -1.549 -2.479
O -1.590 0.080 2.083
O 0.064 1.904 2.056
O 0.386 0.541 0.326
S -1.008 1.008 1.210
H 0.854 1.825 1.550
H 0.059 -2.078 -3.125
```

=====

[4]
A molecular structure, CH2N2O3S in a non-equilibrium geometry, computed with wB97M-V/def2-TZVPD.

**Gap between HOMO and LUMO (alpha / beta)**: 0.3166 / 0.3166 hartree
**M**: 122.1 g mol⁻¹

Geometry as XYZ:
```
9
CH2N2O3S | the Open Molecules 2025 dataset | wB97M-V/def2-TZVPD
C -0.167 3.390 0.738
N -0.210 2.254 0.573
N 1.332 -2.580 0.042
O -1.266 -2.013 -0.236
O -0.608 -0.137 -1.672
O 1.297 -1.402 -0.213
S -0.773 -0.667 -0.358
H 0.481 -3.172 0.133
H -0.086 4.328 0.992
```

=====

[5]
2 unconnected molecules or ions with the total composition CH2N2O3S in a non-equilibrium geometry, computed with wB97M-V/def2-TZVPD.

**Gap between HOMO and LUMO (alpha / beta)**: 0.2827 / 0.3131 hartree
**M**: 122.1 g mol⁻¹

Geometry as XYZ:
```
9
CH2N2O3S | the Open Molecules 2025 dataset | wB97M-V/def2-TZVPD
C -1.926 0.314 -0.109
N -1.194 -0.872 -0.091
N 0.017 -0.937 0.193
O -2.776 0.704 0.633
O 0.875 -1.773 0.182
O 1.064 0.801 0.303
S 2.561 0.698 0.533
H -1.830 0.894 -0.985
H 3.211 0.172 -0.660
```

=====

[6]
2 unconnected molecules or ions with the total composition CH2N2O4S in a non-equilibrium geometry, computed with wB97M-V/def2-TZVPD.

**Gap between HOMO and LUMO**: 0.3021 hartree
**M**: 138.1 g mol⁻¹

Geometry as XYZ:
```
10
CH2N2O4S | the Open Molecules 2025 dataset | wB97M-V/def2-TZVPD
C 0.850 -0.512 -1.201
N 0.199 0.086 -0.208
N 2.076 -1.182 -0.645
O 2.751 -1.810 -1.411
O 0.602 -0.553 -2.371
O 1.642 -0.427 2.085
O 1.402 -2.793 1.606
S 2.290 -1.668 1.708
H 0.555 0.053 0.748
H -0.658 0.576 -0.408
```

=====

[7]
A single CH2N2OS molecule in a non-equilibrium geometry, computed with wB97M-V/def2-TZVPD.

**Gap between HOMO and LUMO**: 0.4087 hartree
**M**: 90.1 g mol⁻¹
**Structure (SMILES)**: N#C[S@H](=N)=O

Geometry as XYZ:
```
7
CH2N2OS | the Open Molecules 2025 dataset | wB97M-V/def2-TZVPD
C 1.313 -0.168 0.097
N 2.316 -0.698 -0.004
N -1.207 -0.672 -0.344
O -0.223 1.792 -0.090
S -0.292 0.392 0.223
H -1.390 -0.571 -1.390
H -0.517 -0.074 1.508
```

=====

[8]
2 unconnected molecules or ions with the total composition CH2N2OS in a non-equilibrium geometry, computed with wB97M-V/def2-TZVPD.

**Gap between HOMO and LUMO (alpha / beta)**: 0.2700 / 0.2705 hartree
**M**: 90.1 g mol⁻¹
**Structure (SMILES)**: N=C=O.N=S

Geometry as XYZ:
```
7
CH2N2OS | the Open Molecules 2025 dataset | wB97M-V/def2-TZVPD
C -0.929 0.663 0.377
N -0.187 0.952 1.300
N 0.724 -0.898 -0.546
O -1.824 0.757 -0.359
S 1.665 -0.277 -1.631
H -0.045 -1.550 -0.788
H 0.597 0.353 1.647
```

=====

no.,electronic energy (eV)
1,-29812.9689
2,-10181.2639
3,-21023.1736
4,-21022.6509
5,-21021.3091
6,-23072.2335
7,-16928.6243
8,-16929.9736